Density functional theory data (ωB97M-V with the def2-TZVPD basis set) for a structure of composition C43H35N4O2S6Tc in a non-equilibrium geometry.

The calculation puts the frontier orbital gap (alpha / beta) at 0.2488 / 0.2197 hartree. Its energy relative to the best compared isomer or geometry (same formula, charge and spin) is 88.50 kJ/mol. The calculation puts the total energy at -122418.9386 eV. Its charge is +1. Its molecular weight is 930.181 g mol⁻¹. As for the largest force on an atom: 1.32 eV/A. As for the multiplicity: 4.

```
91
Properties=species:S:1:pos:R:3:forces:R:3
Tc 0.599359 -2.712522 2.076454 1.262 0.372 0.074
C -1.524304 -5.700325 4.409702 -0.016 0.011 0.019
C -1.002863 -4.784190 3.361745 0.022 0.033 0.004
N -0.269197 -3.749862 3.619919 -0.071 -0.168 0.107
N -0.048381 -3.407306 4.923907 0.057 0.023 0.024
C 0.189138 -2.128406 5.051128 -0.039 -0.061 -0.010
N 0.420614 -1.643196 6.278213 -0.024 0.032 -0.027
S 0.154505 -0.983935 3.722424 -0.112 -0.019 -0.216
C -1.346828 -4.940342 1.942432 -0.023 0.002 0.045
C -2.134101 -5.964375 1.446848 0.045 0.011 0.050
C -2.445486 -5.974698 0.095537 -0.001 0.027 -0.035
C -1.966908 -4.962216 -0.717771 -0.012 -0.026 -0.014
C -1.187650 -3.966722 -0.155199 -0.033 0.038 0.015
N -0.892310 -3.953568 1.142809 -0.262 -0.011 -0.244
H -0.977209 -5.551974 5.334717 -0.004 -0.007 -0.002
H -1.421466 -6.735323 4.084084 -0.003 -0.002 0.008
H -2.583084 -5.507837 4.599019 -0.003 0.009 -0.023
H 0.458673 -2.272933 7.061483 -0.002 -0.009 -0.007
H 0.673248 -0.680425 6.400220 0.013 0.002 0.012
H -2.495673 -6.737719 2.108188 -0.002 -0.005 -0.012
H -3.057277 -6.765810 -0.315912 0.003 -0.006 0.004
H -2.190042 -4.934662 -1.774249 0.002 0.007 0.003
H -0.797560 -3.148750 -0.743599 -0.016 0.044 -0.007
C 5.407933 -2.332658 -4.529997 -0.010 -0.011 -0.002
C 4.323303 -1.932737 -3.570792 0.015 -0.018 0.032
C 4.372926 -2.329730 -2.235935 -0.009 0.015 -0.042
C 3.369484 -1.984348 -1.345998 -0.054 -0.063 -0.003
C 2.300794 -1.235768 -1.813085 0.044 0.019 -0.042
C 2.212311 -0.835010 -3.138581 0.040 -0.001 -0.026
C 3.231301 -1.183431 -4.007933 -0.034 0.002 -0.010
S 1.007184 -0.728800 -0.709171 -0.134 -0.035 0.020
O 1.387151 -1.493561 0.558180 -0.381 0.054 0.309
C 1.569531 0.950006 -0.492685 -0.285 0.399 -0.298
C 2.864316 1.081286 0.050633 0.027 -0.089 0.087
C 3.620144 2.169397 -0.239358 -0.015 0.052 -0.005
C 3.210396 3.012663 -1.304725 0.017 -0.050 0.088
C 4.139545 3.892249 -1.905698 0.026 0.048 -0.028
C 3.849719 4.515667 -3.084328 0.053 0.010 0.031
C 2.621055 4.258056 -3.717395 -0.075 -0.022 0.002
C 1.675227 3.476796 -3.113509 -0.019 0.044 0.044
C 1.910476 2.875782 -1.850199 -0.171 -0.040 0.084
C 0.942133 1.991501 -1.204653 0.418 -0.205 0.066
C -0.527308 2.157781 -1.370134 -0.197 0.075 0.016
C -1.122313 3.344451 -1.980155 0.094 -0.072 -0.066
C -0.549239 4.639390 -1.891705 0.047 -0.059 -0.012
C -1.151255 5.726607 -2.459899 0.004 0.003 -0.001
C -2.353700 5.589736 -3.178580 -0.002 0.017 -0.004
C -2.978952 4.378603 -3.206502 0.001 -0.002 0.008
C -2.415799 3.256467 -2.552633 0.002 -0.027 -0.024
C -3.196467 2.089824 -2.355134 0.006 0.001 0.001
C -2.782489 1.181616 -1.435500 -0.056 -0.016 -0.010
C -1.480986 1.254411 -0.899453 0.142 0.108 -0.026
S -1.275917 0.412705 0.673685 0.072 -0.457 0.027
O -1.782589 -0.994787 0.538856 0.114 -0.048 0.096
C -2.547760 1.314360 1.533256 0.045 0.022 0.063
C -3.673932 0.644037 1.978989 0.003 -0.013 -0.015
C -4.630442 1.348573 2.692043 0.002 0.028 0.010
C -4.467384 2.703386 2.974348 -0.020 -0.014 -0.001
C -5.501751 3.442124 3.776801 0.004 -0.018 -0.007
C -3.318138 3.347172 2.519867 0.024 0.011 -0.007
C -2.351088 2.659290 1.806585 -0.047 0.024 -0.037
H 6.347991 -2.509715 -4.010242 0.004 0.004 -0.003
H 5.567776 -1.567008 -5.288061 0.003 0.004 0.002
H 5.136108 -3.255800 -5.045927 0.003 -0.001 -0.002
H 5.207940 -2.921244 -1.881169 0.009 0.001 0.002
H 3.408351 -2.309347 -0.314492 0.027 0.047 -0.038
H 1.367356 -0.251959 -3.487859 -0.002 0.010 0.010
H 3.176097 -0.873631 -5.044180 0.009 0.007 -0.001
H 3.232154 0.294920 0.700200 -0.004 -0.031 -0.021
H 4.586305 2.318662 0.224511 0.014 -0.006 -0.017
H 5.109779 4.013968 -1.440744 -0.004 0.001 0.010
H 4.576205 5.164421 -3.554617 0.005 -0.001 0.001
H 2.421375 4.676632 -4.694935 -0.006 -0.009 -0.003
H 0.749024 3.284407 -3.629578 -0.059 -0.002 -0.027
H 0.359392 4.783233 -1.329717 0.071 -0.012 0.003
H -0.700344 6.703656 -2.347171 0.003 -0.001 0.003
H -2.800534 6.450087 -3.658040 -0.004 0.003 0.004
H -3.946389 4.265967 -3.679748 0.003 -0.004 -0.005
H -4.168844 2.012251 -2.824341 -0.002 0.002 -0.003
H -3.435989 0.390170 -1.087683 0.023 -0.014 0.007
H -3.785770 -0.411152 1.766848 0.010 0.003 -0.012
H -5.520818 0.838108 3.039328 0.004 -0.008 0.005
H -6.508197 3.200546 3.435201 -0.002 0.007 0.000
H -5.364009 4.519675 3.708222 -0.001 0.003 -0.002
H -5.438059 3.161896 4.829876 -0.003 0.010 0.004
H -3.178233 4.400514 2.728395 -0.002 0.003 0.008
H -1.462143 3.169378 1.452475 0.008 0.005 0.015
S 4.894590 -4.220220 1.746524 -0.078 0.021 0.035
C 3.353895 -3.788823 1.992394 0.261 -0.107 -0.060
S 1.960005 -4.495099 1.217621 -0.275 0.111 0.092
S 2.792401 -2.500482 3.015307 -0.484 -0.015 -0.093
```
Forces are in eV/Å.

Quick look at the Mulliken charges, all values in e:
1 Tc 0.003
2 C -1.604
3 C 0.531
4 N 1.380
5 N -1.344
6 C 0.698
7 N -0.395
8 S -0.493
9 C 0.506
10 C -0.631
11 C -0.583
12 C -0.990
13 C -0.292
14 N 0.395
15 H 0.412
16 H 0.434
17 H 0.319
18 H 0.221
19 H 0.194
20 H 0.396
21 H 0.443
22 H 0.499
23 H 0.449
24 C -1.574
25 C 1.015
26 C -0.895
27 C -0.414
28 C 0.413
29 C -0.422
30 C -0.930
31 S 0.878
32 O 0.749
33 C 0.089
34 C -0.869
35 C -1.092
36 C 0.878
37 C -1.065
38 C -0.559
39 C -0.768
40 C -0.435
41 C 0.303
42 C 0.608
43 C 0.513
44 C 0.264
45 C -0.318
46 C -0.732
47 C -0.603
48 C -0.961
49 C 0.890
50 C -1.220
51 C -0.885
52 C 0.012
53 S 0.832
54 O -0.670
55 C 0.197
56 C -0.553
57 C -0.753
58 C 1.022
59 C -1.506
60 C -0.897
61 C -0.619
62 H 0.389
63 H 0.401
64 H 0.297
65 H 0.443
66 H -0.111
67 H 0.535
68 H 0.419
69 H 0.454
70 H 0.456
71 H 0.427
72 H 0.426
73 H 0.464
74 H 0.585
75 H 0.584
76 H 0.456
77 H 0.416
78 H 0.421
79 H 0.452
80 H 0.547
81 H 0.481
82 H 0.392
83 H 0.378
84 H 0.363
85 H 0.304
86 H 0.352
87 H 0.506
88 S -0.142
89 C 0.287
90 S -0.282
91 S -0.169